# 1
Formula: C5H13N
Source: the Open Molecules 2025 dataset
Level of theory: wB97M-V/def2-TZVPD

Each line ends with the natural charge from an NBO analysis.
CARTESIAN COORDINATES (ANGSTROEM)
C (2.00820, -1.66237, -0.31607)  -0.61
C (1.20731, -1.01819, 0.81912)  -0.39
C (0.90022, 0.48459, 0.83152)  -0.44
C (-0.17090, 0.89712, -0.12900)  -0.28
N (-1.50508, 0.22983, 0.33556)  -0.48
C (-2.52050, 0.60516, -0.48163)  -0.28
H (2.83278, -0.97084, -0.52940)  0.20
H (2.38423, -2.64647, -0.08447)  0.22
H (1.46448, -1.57361, -1.26200)  0.20
H (1.67651, -1.38555, 1.73684)  0.20
H (0.23047, -1.50702, 0.88979)  0.21
H (1.88587, 0.94461, 0.76611)  0.21
H (0.64543, 0.66353, 1.87992)  0.22
H (0.04271, 0.51547, -1.11637)  0.21
H (-0.80718, 1.67737, 0.35867)  0.32
H (-1.85210, 2.33372, -1.42743)  0.07
H (-3.38685, 1.09301, 0.01955)  0.17
H (-3.06131, -0.13826, -1.08087)  0.23
H (-1.97430, 1.45788, -1.20984)  0.03

HOMO-LUMO gap ... 7.020 eV
Highest occupied orbital energy ... -7.61 eV
ΔE to the lowest compared entry with this formula, charge and spin ... 173.75 kcal/mol
Charge ... 0
LUMO level ... -0.5902 eV



# 2
Formula: C5H13N
Source: the Open Molecules 2025 dataset
Level of theory: wB97M-V/def2-TZVPD

Each line ends with the Löwdin spin population.
CARTESIAN COORDINATES (ANGSTROEM)
C (1.38301, -0.30281, -1.29860)  0.02
C (2.53774, 0.42299, -0.72808)  0.00
C (0.29958, -0.31019, -0.14728)  0.06
N (-0.94018, 0.41329, -0.58168)  0.74
C (-2.10347, -0.17560, 0.22262)  0.04
C (-1.89388, 0.02728, 1.70960)  0.04
H (1.81148, -1.30773, -1.56817)  0.00
H (1.03802, 0.28672, -2.22632)  0.00
H (3.30489, 0.66489, -1.57937)  0.00
H (2.27154, 1.32484, -0.25350)  0.00
H (3.15716, -0.09051, 0.07605)  0.00
H (0.10280, -1.41534, 0.15763)  0.00
H (0.78948, 0.19679, 0.74124)  0.04
H (-1.02582, 1.40165, -0.86157)  0.02
H (-2.07187, -1.33912, -0.10562)  0.01
H (-3.06216, 0.13347, -0.13045)  0.00
H (-2.85556, 0.03055, 2.39376)  0.01
H (-1.40658, 0.84508, 2.11961)  0.00
H (-1.33620, -0.80626, 2.06014)  0.00

HOMO-LUMO gap (spin up / spin down) ... 12.453 / 7.697 eV
Highest occupied orbital energy (spin up / spin down) ... -15.49 / -15.47 eV
ΔE to the lowest compared entry with this formula, charge and spin ... 45.71 kcal/mol
Charge ... +1
⟨S²⟩ ... 0.75
Spin multiplicity ... 2
LUMO level (spin up / spin down) ... -3.0341 / -7.7771 eV



# 3
Formula: C5H13N
Source: the Open Molecules 2025 dataset
Level of theory: wB97M-V/def2-TZVPD

Each line ends with the Löwdin spin population.
CARTESIAN COORDINATES (ANGSTROEM)
C (1.17229, -2.28124, -0.61453)  0.00
C (-0.26761, -2.20161, -0.17483)  0.01
C (-1.20827, -1.47910, -0.80030)  0.01
H (1.78786, -2.44057, 0.27326)  0.00
H (1.47332, -1.34646, -1.09002)  0.00
H (1.29477, -3.14921, -1.26089)  0.00
H (-0.62992, -3.09227, 0.33863)  0.00
H (-2.21864, -1.31078, -0.44783)  0.00
H (-0.89653, -0.76852, -1.56615)  0.00
C (0.34921, 1.77477, -0.64072)  0.10
N (-0.41191, 2.35556, 0.42184)  0.67
C (-0.45332, 1.60991, 1.67200)  0.07
H (-0.12760, 0.82418, -0.91895)  0.02
H (1.30370, 1.41114, -0.23336)  0.05
H (0.44923, 2.37930, -1.53174)  0.00
H (-0.22904, 3.35335, 0.59398)  0.02
H (0.54367, 1.56783, 2.11542)  0.04
H (-1.08198, 2.18572, 2.35402)  0.00
H (-0.84923, 0.60800, 1.51018)  0.01

HOMO-LUMO gap (spin up / spin down) ... 9.744 / 4.804 eV
Highest occupied orbital energy (spin up / spin down) ... -13.04 / -13.00 eV
ΔE to the lowest compared entry with this formula, charge and spin ... 42.19 kcal/mol
Charge ... +1
⟨S²⟩ ... 0.75
Spin multiplicity ... 2
LUMO level (spin up / spin down) ... -3.2985 / -8.1929 eV



# 4
Formula: C5H13N2
Source: the Open Molecules 2025 dataset
Level of theory: wB97M-V/def2-TZVPD

Each line ends with the Löwdin spin population.
CARTESIAN COORDINATES (ANGSTROEM)
C (0.06429, 0.55118, 1.93092)  0.02
C (-0.30977, -0.77103, 1.19781)  0.04
C (-0.64561, -0.62348, -0.26098)  0.25
C (-1.57836, -1.29594, -1.00509)  0.33
C (0.24031, 0.75920, -2.25163)  0.03
N (0.49061, -0.03858, -1.03680)  0.09
N (1.33376, 1.20072, 1.46454)  0.01
H (-0.85940, 1.13599, 1.91172)  0.00
H (0.29037, 0.45489, 3.01957)  0.00
H (-1.18073, -1.17760, 1.72802)  0.00
H (0.51959, -1.51095, 1.40406)  0.02
H (-1.49814, -1.31370, -2.08463)  0.05
H (-2.14560, -2.17688, -0.65526)  0.04
H (-0.75497, 0.61084, -2.67101)  0.00
H (0.57497, 1.77572, -2.07815)  0.00
H (0.79583, 0.29265, -3.08691)  0.01
H (1.33805, -0.68237, -1.13989)  0.08
H (2.07516, 0.74389, 1.99538)  0.00
H (1.42400, 2.15510, 1.83154)  0.00
H (0.83238, 0.70130, -0.40100)  0.00

HOMO-LUMO gap (spin up / spin down) ... 4.701 / 8.692 eV
Highest occupied orbital energy (spin up / spin down) ... -3.73 / -8.02 eV
ΔE to the lowest compared entry with this formula, charge and spin ... 61.49 kcal/mol
Charge ... 0
⟨S²⟩ ... 0.75
Spin multiplicity ... 2
LUMO level (spin up / spin down) ... 0.9718 / 0.6691 eV



# 5
Formula: C5H13N2
Source: the Open Molecules 2025 dataset
Level of theory: wB97M-V/def2-TZVPD

Each line ends with the Löwdin spin population.
CARTESIAN COORDINATES (ANGSTROEM)
C (-0.93153, -2.29676, 0.21401)  0.00
C (0.14103, -1.19431, -0.10997)  0.00
C (0.45158, -0.33917, 1.09194)  0.01
C (0.96890, 0.96521, 0.58587)  0.03
C (0.01295, 2.94339, -0.29451)  0.52
N (-0.04856, 1.60217, -0.22826)  0.29
N (-0.49627, -0.34087, -1.23126)  0.01
H (-0.77466, -2.98124, -0.59955)  0.00
H (-0.61624, -2.84731, 1.08126)  0.00
H (-1.95771, -1.93659, 0.24507)  0.00
H (1.07510, -1.45997, -0.66940)  0.00
H (1.12500, -0.92085, 1.75336)  0.00
H (-0.46699, -0.22146, 1.68522)  0.00
H (2.00412, 0.76987, 0.08258)  0.02
H (1.23002, 1.68052, 1.37369)  0.01
H (-0.61010, 3.48817, -1.00794)  0.05
H (0.82099, 3.48207, 0.25580)  0.05
H (-0.46240, 0.73374, -0.85086)  0.00
H (0.00412, -0.50268, -2.09246)  0.00
H (-1.46933, -0.62391, -1.28458)  0.00

HOMO-LUMO gap (spin up / spin down) ... 5.115 / 9.237 eV
Highest occupied orbital energy (spin up / spin down) ... -4.39 / -8.55 eV
ΔE to the lowest compared entry with this formula, charge and spin ... 51.24 kcal/mol
Charge ... 0
⟨S²⟩ ... 0.75
Spin multiplicity ... 2
LUMO level (spin up / spin down) ... 0.7247 / 0.6918 eV



# 6
Formula: C5H13N2
Source: the Open Molecules 2025 dataset
Level of theory: wB97M-V/def2-TZVPD

Each line ends with the natural charge from an NBO analysis.
CARTESIAN COORDINATES (ANGSTROEM)
C (-0.01271, -1.95529, 1.73499)  -0.64
C (-0.01888, -0.49316, 1.24831)  -0.03
N (1.45227, -0.14793, 1.01038)  -0.68
C (-0.64072, -0.48692, -0.16384)  -0.45
C (-0.98700, 0.90491, -0.66468)  -0.30
C (-0.60395, 1.22248, -1.90814)  0.03
N (-0.20741, 2.45132, -2.42859)  -0.87
H (0.44606, -2.63593, 0.95779)  0.23
H (0.64174, -2.19638, 2.63720)  0.23
H (-1.05247, -2.09868, 2.01390)  0.26
H (-0.44699, 0.24610, 1.90426)  0.24
H (1.54197, 0.65702, 0.37245)  0.45
H (1.95993, -0.00354, 1.88345)  0.44
H (1.89903, -0.93580, 0.54752)  0.43
H (-0.08905, -0.96463, -0.96690)  0.23
H (-1.53457, -1.11563, 0.04942)  0.23
H (-1.44042, 1.60792, 0.01807)  0.22
H (-0.63054, 0.38467, -2.65543)  0.18
H (-0.88835, 3.17376, -2.58357)  0.41
H (0.61207, 2.38568, -3.00656)  0.40

HOMO-LUMO gap ... 8.601 eV
Highest occupied orbital energy ... -11.98 eV
ΔE to the lowest compared entry with this formula, charge and spin ... 62.53 kcal/mol
Charge ... +1
SMILES ... C[C@@H]([NH3+])C/C=C/N
LUMO level ... -3.3760 eV



Number 1: E -6878.66287 eV. Number 2: E -6875.77865 eV. Number 3: E -6875.93107 eV. Number 4: E -8371.61535 eV. Number 5: E -8372.05983 eV. Number 6: E -8368.09881 eV.